# 1
Entry from OMol25: C2HClF2S in the gas phase (the ωB97M-V functional and the def2-TZVPD basis).

Structure (XYZ):
```
7
Properties=species:S:1:pos:R:3
Cl 0.49 0.03 2.25
H 0.42 -0.79 -1.37
C -0.52 -0.18 0.80
F 1.55 0.48 -0.39
S -1.96 -0.77 0.69
C 0.28 0.08 -0.71
F -0.26 1.16 -1.27
```

energy above the lowest of the compared OMol25 structures with the same formula, charge and spin: 14.0 kcal/mol
SMILES: FC(F)C(=S)Cl
HOMO-LUMO gap: 8.8 eV

# 2
Entry from OMol25: 2 unconnected molecules or ions with the total composition C2HClN2 (the ωB97M-V functional and the def2-TZVPD basis).

Structure (XYZ):
```
6
Properties=species:S:1:pos:R:3
C -1.31 -1.12 0.00
C 1.87 0.97 0.91
Cl -2.33 -2.13 0.80
H 1.02 1.51 -0.96
N 1.37 1.24 -0.10
N -0.62 -0.47 -0.65
```

energy above the lowest of the compared OMol25 structures with the same formula, charge and spin: 30.7 kcal/mol
HOMO-LUMO gap: 11.6 eV

# 3
Entry from OMol25: 2 unconnected molecules or ions with the total composition C2HClN2O (the ωB97M-V functional and the def2-TZVPD basis).

Structure (XYZ):
```
7
Properties=species:S:1:pos:R:3
Cl -1.67 -2.24 -0.79
N 0.94 0.55 -0.53
O -0.16 1.89 1.63
C -0.76 1.22 0.93
C -0.49 -1.30 -0.02
N 0.34 -0.50 -0.46
H 1.81 0.37 -0.77
```

energy above the lowest of the compared OMol25 structures with the same formula, charge and spin: 95.1 kcal/mol
HOMO-LUMO gap (spin up / spin down): 9.2 / 9.2 eV

# 4
Entry from OMol25: 2 unconnected molecules or ions with the total composition C2HClN2O2 (the ωB97M-V functional and the def2-TZVPD basis).

Structure (XYZ):
```
8
Properties=species:S:1:pos:R:3
C -0.93 -0.51 0.43
N -0.68 0.07 -0.89
N 2.87 0.59 0.36
Cl -1.70 0.25 1.68
H -0.29 -1.34 0.67
C 1.76 0.37 0.47
O 0.01 -0.67 -1.53
O -1.05 1.23 -1.19
```

energy above the lowest of the compared OMol25 structures with the same formula, charge and spin: 191.8 kcal/mol
HOMO-LUMO gap (spin up / spin down): 9.1 / 6.1 eV

# 5
Entry from OMol25: C2HClN2OS in the gas phase (the ωB97M-V functional and the def2-TZVPD basis).

Structure (XYZ):
```
8
Properties=species:S:1:pos:R:3
H -1.49 -1.80 0.11
Cl 1.15 -1.91 -0.05
O -0.37 1.62 -0.04
C 0.75 -0.20 0.07
N 1.63 0.72 0.04
S -2.15 -0.58 -0.02
C -0.52 0.30 -0.03
N 1.01 1.85 -0.07
```

energy above the lowest of the compared OMol25 structures with the same formula, charge and spin: 39.7 kcal/mol
SMILES: Sc1onnc1Cl
HOMO-LUMO gap: 9.9 eV

# 6
Entry from OMol25: C2HClNO2P in the gas phase (the ωB97M-V functional and the def2-TZVPD basis).

Structure (XYZ):
```
8
Properties=species:S:1:pos:R:3
N -3.15 -0.48 0.59
H 1.63 1.11 -1.84
O 0.13 -1.55 0.95
C -2.01 -0.57 0.53
O 0.09 0.35 -0.61
Cl 2.22 1.67 0.62
C -0.61 -0.79 0.47
P 1.69 0.25 -0.71
```

energy above the lowest of the compared OMol25 structures with the same formula, charge and spin: 25.1 kcal/mol
SMILES: N#CC(=O)OPCl
HOMO-LUMO gap: 8.1 eV

# 7
Entry from OMol25: 2 unconnected molecules or ions with the total composition C2HClO2 (the ωB97M-V functional and the def2-TZVPD basis).

Structure (XYZ):
```
6
Properties=species:S:1:pos:R:3
H 0.42 -1.24 -0.66
C 0.12 -0.67 0.42
Cl -0.08 -1.76 1.57
O 0.63 2.77 0.13
C -0.32 2.80 0.77
O -1.28 2.84 1.39
```

energy above the lowest of the compared OMol25 structures with the same formula, charge and spin: 58.0 kcal/mol
HOMO-LUMO gap: 8.2 eV

# 8
Entry from OMol25: a molecular structure, C2HClO2S (the ωB97M-V functional and the def2-TZVPD basis).

Structure (XYZ):
```
7
Properties=species:S:1:pos:R:3
O 1.75 -0.92 -1.52
C -1.87 1.24 0.43
S -0.56 0.29 0.01
C 1.47 -0.66 -0.43
Cl 1.93 -1.21 1.12
O -0.83 -1.12 0.18
H -1.89 2.38 0.21
```

energy above the lowest of the compared OMol25 structures with the same formula, charge and spin: 117.3 kcal/mol
HOMO-LUMO gap (spin up / spin down): 6.9 / 8.4 eV

# 9
Entry from OMol25: a molecular structure, C2HCoO3 (the ωB97M-V functional and the def2-TZVPD basis).

Structure (XYZ):
```
7
Properties=species:S:1:pos:R:3
C 0.21 0.93 1.25
O -0.09 1.74 0.33
O 1.37 -1.02 0.36
C 0.31 -0.52 0.61
Co -0.44 1.19 -1.58
H -0.69 -1.63 -0.63
O -0.68 -0.70 -0.34
```

net charge: +2
energy above the lowest of the compared OMol25 structures with the same formula, charge and spin: 0.0 kcal/mol
HOMO-LUMO gap (spin up / spin down): 7.7 / 7.3 eV
<S²>: 6.008
spin multiplicity: 5

# 10
Entry from OMol25: a molecular structure, C2HCsLiO3 (the ωB97M-V functional and the def2-TZVPD basis).

Structure (XYZ):
```
8
Properties=species:S:1:pos:R:3
Li 0.94 -2.96 -0.21
O 1.30 -1.27 0.05
C 0.63 -0.18 0.14
C -0.83 -0.23 0.07
Cs -0.37 4.00 -0.27
O 1.18 0.98 0.08
O -1.52 0.86 -0.05
H -1.33 -1.20 0.18
```

energy above the lowest of the compared OMol25 structures with the same formula, charge and spin: 0.0 kcal/mol
HOMO-LUMO gap (spin up / spin down): 3.3 / 6.1 eV
<S²>: 0.754
spin multiplicity: 2

# 11
Entry from OMol25: 2 unconnected molecules or ions with the total composition C2HF2N3 (the ωB97M-V functional and the def2-TZVPD basis).

Structure (XYZ):
```
8
Properties=species:S:1:pos:R:3
C -0.79 0.22 -2.06
F 1.26 1.74 -3.93
N 0.80 3.62 -2.49
F -1.83 1.00 -2.34
H 1.37 -0.23 0.03
C 1.04 2.75 -3.18
N 1.20 0.48 -0.78
N 0.09 0.48 -1.33
```

energy above the lowest of the compared OMol25 structures with the same formula, charge and spin: 72.7 kcal/mol
HOMO-LUMO gap (spin up / spin down): 8.9 / 8.9 eV

# 12
Entry from OMol25: C2HF2NS in the gas phase (the ωB97M-V functional and the def2-TZVPD basis).

Structure (XYZ):
```
7
Properties=species:S:1:pos:R:3
N 3.40 -1.88 -0.41
C 1.41 -0.47 0.45
F 1.87 0.74 0.78
F 0.85 -0.86 1.69
H -0.17 0.78 -0.68
C 2.48 -1.33 -0.05
S 0.06 -0.54 -0.80
```

energy above the lowest of the compared OMol25 structures with the same formula, charge and spin: 0.0 kcal/mol
SMILES: N#CC(F)(F)S
HOMO-LUMO gap: 11.2 eV

# 13
Entry from OMol25: 2 unconnected molecules or ions with the total composition C2HF2O2 (the ωB97M-V functional and the def2-TZVPD basis).

Structure (XYZ):
```
7
Properties=species:S:1:pos:R:3
F -0.22 0.69 1.72
H -0.54 -0.25 -0.03
O 2.92 1.18 -0.30
O 2.56 -0.94 0.50
F -0.48 1.75 -0.22
C 0.09 0.60 0.34
C 2.49 0.18 0.13
```

net charge: -1
energy above the lowest of the compared OMol25 structures with the same formula, charge and spin: 3.8 kcal/mol
HOMO-LUMO gap: 6.8 eV

# 14
Entry from OMol25: 2 unconnected molecules or ions with the total composition C2HF4I (the ωB97M-V functional and the def2-TZVPD basis).

Structure (XYZ):
```
8
Properties=species:S:1:pos:R:3
C -1.03 -0.70 0.58
C 1.69 1.02 -0.47
F -0.85 -1.58 -0.45
F 2.80 1.68 -0.58
F 1.48 0.48 -1.65
I -2.61 0.76 0.25
H -0.17 -0.20 0.73
F -1.32 -1.47 1.59
```

energy above the lowest of the compared OMol25 structures with the same formula, charge and spin: 43.9 kcal/mol
HOMO-LUMO gap: 9.8 eV

# 15
Entry from OMol25: a molecular structure, C2HF4NO2S2 (the ωB97M-V functional and the def2-TZVPD basis).

Structure (XYZ):
```
12
Properties=species:S:1:pos:R:3
S -0.74 -1.30 -0.37
O -1.32 -2.16 0.60
O -0.63 -1.44 -1.82
N -1.63 0.03 -0.15
S -0.92 1.46 -0.88
F 0.52 -0.34 1.58
C 0.81 1.21 -0.18
H -1.95 0.07 0.80
F 1.82 1.49 -1.03
F 0.88 2.07 0.85
F 2.17 -0.80 0.23
C 0.98 -0.28 0.37
```

energy above the lowest of the compared OMol25 structures with the same formula, charge and spin: 0.0 kcal/mol
HOMO-LUMO gap: 10.7 eV

# 16
Entry from OMol25: 2 unconnected molecules or ions with the total composition C2HFN2O2 (the ωB97M-V functional and the def2-TZVPD basis).

Structure (XYZ):
```
8
Properties=species:S:1:pos:R:3
N 0.41 -2.75 -0.37
F -1.77 -0.39 0.68
C -0.45 -0.54 0.64
H 0.09 0.49 -0.54
O 1.38 -0.06 1.93
O -0.57 0.07 2.84
C 0.03 -1.78 0.10
N 0.18 -0.12 1.92
```

energy above the lowest of the compared OMol25 structures with the same formula, charge and spin: 138.5 kcal/mol
HOMO-LUMO gap: 10.5 eV

# 17
Entry from OMol25: 2 unconnected molecules or ions with the total composition C2HFN2OS (the ωB97M-V functional and the def2-TZVPD basis).

Structure (XYZ):
```
8
Properties=species:S:1:pos:R:3
O 0.58 -0.34 -1.01
F 2.16 -1.41 0.04
C -0.61 0.33 -0.68
H -1.12 1.24 1.29
S -1.22 1.44 -1.62
C 0.91 -0.79 0.16
N -0.89 0.07 0.57
N 0.20 -0.55 1.25
```

energy above the lowest of the compared OMol25 structures with the same formula, charge and spin: 60.5 kcal/mol
HOMO-LUMO gap: 8.4 eV

# 18
Entry from OMol25: C2HFO in the gas phase (the ωB97M-V functional and the def2-TZVPD basis).

Structure (XYZ):
```
5
Properties=species:S:1:pos:R:3
C -0.02 0.80 0.36
F -0.92 -1.37 -0.30
H 0.66 -0.40 -1.04
C 0.18 -0.66 -0.18
O 0.11 1.63 1.17
```

energy above the lowest of the compared OMol25 structures with the same formula, charge and spin: 25.1 kcal/mol
SMILES: O=C=CF
HOMO-LUMO gap: 9.2 eV

# 19
Entry from OMol25: a molecular structure, C2HFO2Sn (the ωB97M-V functional and the def2-TZVPD basis).

Structure (XYZ):
```
7
Properties=species:S:1:pos:R:3
F -1.14 -0.60 -1.25
C 0.06 -0.54 -0.74
H 0.64 -1.45 -0.93
O -0.09 0.16 1.07
C 0.65 0.50 0.07
O 0.61 1.22 -0.92
Sn -0.74 0.71 2.69
```

net charge: +2
energy above the lowest of the compared OMol25 structures with the same formula, charge and spin: 13.6 kcal/mol
HOMO-LUMO gap: 8.4 eV

# 20
Entry from OMol25: a molecular structure, C2HFORb (the ωB97M-V functional and the def2-TZVPD basis).

Structure (XYZ):
```
6
Properties=species:S:1:pos:R:3
C -0.49 0.24 0.30
C -1.51 -0.02 -0.32
H 0.50 -1.21 -0.16
Rb 3.58 1.28 0.38
F -2.78 -0.01 -0.55
O 0.70 -0.29 0.35
```

net charge: +1
HOMO-LUMO gap: 8.5 eV

no.,molar mass (g/mol)
1,130.55
2,88.50
3,104.50
4,120.50
5,136.56
6,137.46
7,92.48
8,124.55
9,131.96
10,212.87
11,105.05
12,109.10
13,95.02
14,227.93
15,211.16
16,104.04
17,120.11
18,60.03
19,194.74
20,145.50